202
Properties=species:S:1:pos:R:3:forces:R:3:lowdin_charge:R:1 method="wB97M-V/def2-TZVPD" molar_mass_g_mol=1321.4 spin_multiplicity=1 total_charge=0 max_force_ev_per_a=3.42 orbital_gap_ev=7.76 e_homo_ha=-0.3043 e_tot_ev=-157698.1707 relative_energy_ev=0.000
C -16.215 -23.545 -10.200 -1.434 0.383 0.753 -0.07
C -17.214 -24.002 -9.314 1.901 -0.737 0.588 -0.05
C -16.818 -24.480 -8.041 -0.609 0.766 -0.301 -0.03
C -15.488 -24.515 -7.639 0.458 0.123 -2.705 -0.14
C -14.504 -24.181 -8.628 -0.554 0.652 1.112 0.01
C -14.878 -23.575 -9.830 -0.169 -0.673 0.837 -0.07
N -15.188 -25.032 -6.303 0.210 -0.500 -0.334 -0.38
O -16.120 -25.348 -5.613 -1.167 0.007 0.532 0.07
O -14.045 -25.178 -5.970 1.275 0.441 -0.195 0.08
H -16.604 -23.045 -11.075 0.486 -0.108 -0.416 0.10
H -18.250 -24.066 -9.611 -0.030 0.283 0.052 0.10
H -17.577 -24.723 -7.312 -0.011 -0.228 -0.003 0.11
H -13.433 -24.194 -8.488 -0.047 -0.318 0.742 0.11
H -14.061 -23.125 -10.374 -0.263 -0.135 -0.549 0.11
C -10.650 -27.348 -3.723 1.282 -0.818 1.285 -0.06
C -9.546 -27.653 -2.874 -0.300 -0.304 -0.809 -0.05
C -8.417 -28.349 -3.354 -0.566 1.324 -1.700 -0.01
C -8.356 -28.685 -4.740 -0.872 0.361 1.092 -0.10
C -9.476 -28.387 -5.569 1.473 -0.324 0.367 0.00
C -10.571 -27.733 -5.031 -0.076 0.134 -0.713 -0.09
N -7.070 -29.357 -5.195 -1.152 -0.259 0.136 -0.33
O -6.326 -29.786 -4.316 -0.539 0.592 -1.179 0.06
O -6.924 -29.489 -6.401 0.218 0.116 0.790 0.06
H -11.570 -26.887 -3.395 0.199 0.246 0.342 0.11
H -9.552 -27.338 -1.841 -0.028 0.032 0.062 0.10
H -7.492 -28.352 -2.796 -0.189 -0.559 0.300 0.11
H -9.559 -28.569 -6.630 0.662 -0.397 -0.042 0.10
H -11.367 -27.453 -5.705 -0.224 -0.175 -0.049 0.10
O -24.061 -30.045 -5.305 -0.877 -1.165 0.530 -0.28
P -22.768 -30.060 -4.614 2.437 2.163 0.492 0.57
N -22.031 -28.532 -4.914 1.219 -1.516 1.691 -0.33
C -22.147 -27.423 -3.954 -0.918 -0.586 -0.282 -0.12
C -21.855 -28.031 -6.277 -1.418 -1.381 0.674 -0.11
N -21.669 -31.191 -5.253 -0.104 0.919 0.183 -0.30
C -20.191 -30.988 -5.233 -1.313 -0.334 0.718 -0.10
C -22.266 -32.519 -5.501 0.666 0.363 -0.288 -0.10
N -22.727 -30.160 -2.866 -0.220 0.927 -2.120 -0.31
C -23.939 -30.665 -2.213 0.942 -0.090 0.753 -0.12
C -21.426 -30.412 -2.202 -0.796 -1.299 -0.574 -0.11
H -23.084 -26.915 -4.180 0.046 0.731 -0.219 0.08
H -21.291 -26.750 -4.016 -0.042 0.028 -0.048 0.08
H -22.321 -27.729 -2.922 0.532 -0.437 -0.137 0.07
H -20.925 -27.463 -6.314 -0.442 0.453 -0.422 0.08
H -22.842 -27.609 -6.470 0.436 1.473 -0.579 0.08
H -21.888 -28.828 -7.020 0.686 -0.413 0.202 0.06
H -19.845 -31.470 -4.319 0.690 -0.095 -0.133 0.05
H -19.688 -31.389 -6.113 -0.221 -0.187 -0.072 0.07
H -19.966 -29.923 -5.164 -0.164 -0.055 -0.026 0.06
H -22.858 -32.890 -4.664 -0.393 0.289 -0.049 0.07
H -22.831 -32.424 -6.428 -0.360 -0.472 0.210 0.07
H -21.517 -33.301 -5.623 0.371 0.275 -0.171 0.08
H -23.806 -30.513 -1.142 -0.102 0.309 0.145 0.07
H -24.841 -30.136 -2.520 0.184 -0.223 -0.273 0.08
H -24.017 -31.750 -2.288 -0.396 -0.163 -0.387 0.07
H -21.205 -31.463 -2.389 0.341 -0.368 0.390 0.07
H -21.493 -30.276 -1.123 -0.173 0.224 -0.086 0.08
H -20.549 -29.892 -2.587 -0.507 0.603 -0.210 0.07
O -18.859 -35.006 -0.603 -0.103 -0.386 0.201 -0.29
P -17.395 -34.992 -0.757 0.548 0.148 2.661 0.51
N -16.834 -34.428 -2.188 0.543 0.251 -2.515 -0.29
C -17.143 -33.048 -2.578 -0.068 0.292 0.404 -0.11
C -16.859 -35.276 -3.447 0.191 -0.177 1.402 -0.07
N -16.615 -36.473 -0.544 -0.265 -0.421 -0.604 -0.30
C -17.087 -37.382 0.537 -0.116 0.793 -1.384 -0.08
C -15.215 -36.674 -0.910 0.098 0.607 0.087 -0.14
N -16.707 -34.016 0.495 -0.639 0.568 -1.923 -0.31
C -15.266 -33.822 0.559 -0.362 -0.449 -0.059 -0.13
C -17.420 -33.731 1.765 0.718 -0.737 -1.350 -0.09
H -17.304 -32.416 -1.705 -0.327 -0.146 0.007 0.08
H -17.990 -33.031 -3.265 -0.447 0.077 0.300 0.07
H -16.352 -32.549 -3.138 0.501 -0.476 0.080 0.05
H -17.834 -35.617 -3.795 -0.466 0.263 0.488 0.08
H -16.293 -36.180 -3.219 0.175 0.124 -0.500 0.06
H -16.461 -34.692 -4.276 0.480 -0.094 0.260 0.08
H -17.126 -38.385 0.114 0.301 -0.196 0.315 0.08
H -16.409 -37.294 1.387 -0.154 -0.248 0.209 0.08
H -18.119 -37.130 0.780 0.154 0.175 0.247 0.07
H -14.914 -35.944 -1.662 -0.090 -0.103 -0.054 0.06
H -14.542 -36.495 -0.071 0.040 -0.117 0.305 0.06
H -14.971 -37.668 -1.284 -0.436 -0.186 -0.088 0.08
H -14.763 -34.695 0.974 0.121 0.158 0.992 0.06
H -14.750 -33.781 -0.400 -0.542 0.578 -0.391 0.07
H -15.147 -32.896 1.120 0.744 -0.197 0.036 0.08
H -17.246 -34.632 2.354 -0.708 0.155 0.710 0.08
H -18.460 -33.500 1.537 0.044 -0.353 0.297 0.08
H -16.951 -32.887 2.270 -0.001 0.079 -0.098 0.07
O -14.429 -28.054 -6.556 -0.306 -1.669 -0.580 -0.30
P -15.007 -29.203 -7.333 0.439 0.400 -0.484 0.62
N -16.375 -28.742 -8.253 2.813 -1.188 -0.825 -0.30
C -16.029 -27.884 -9.380 -0.225 -0.140 -0.028 -0.08
C -17.594 -28.381 -7.661 -1.236 -0.343 1.780 -0.14
N -15.563 -30.514 -6.447 0.956 2.246 1.027 -0.30
C -16.302 -31.537 -7.040 -1.389 -1.628 0.084 -0.17
C -14.776 -31.007 -5.303 -0.057 0.686 -0.061 -0.08
N -13.850 -29.896 -8.436 -1.988 0.892 1.306 -0.27
C -14.326 -30.794 -9.528 0.916 0.905 0.555 -0.09
C -12.687 -29.055 -8.701 -0.197 -0.279 -1.019 -0.11
H -16.822 -28.007 -10.118 0.105 0.221 -0.280 0.07
H -15.072 -28.147 -9.833 -0.066 -0.042 0.045 0.07
H -15.990 -26.850 -9.037 0.067 0.214 -0.273 0.07
H -17.959 -27.414 -8.007 0.037 0.047 0.071 0.09
H -17.481 -28.371 -6.577 -0.051 0.488 0.222 0.09
H -18.371 -29.134 -7.795 -0.303 -0.065 -0.462 0.06
H -16.766 -32.042 -6.193 -0.230 -0.560 -0.106 0.08
H -17.144 -31.237 -7.665 0.277 0.384 -0.230 0.07
H -15.679 -32.259 -7.568 0.000 -0.286 -0.143 0.08
H -15.421 -31.411 -4.523 -0.327 -0.085 -0.265 0.05
H -14.090 -31.797 -5.608 0.223 -0.011 -0.055 0.09
H -14.247 -30.196 -4.803 0.195 0.065 -0.391 0.08
H -13.516 -31.511 -9.666 -0.343 -0.378 -0.251 0.09
H -15.294 -31.255 -9.333 0.376 -0.036 0.330 0.05
H -14.466 -30.241 -10.456 0.154 0.202 -0.248 0.05
H -11.737 -29.559 -8.522 0.007 -0.184 0.279 0.07
H -12.731 -28.117 -8.147 -0.037 -0.209 0.088 0.07
H -12.705 -28.835 -9.768 0.211 0.375 -0.257 0.06
O -7.799 -32.772 -11.396 0.459 -0.486 -1.590 -0.28
P -7.261 -31.586 -10.742 0.189 1.993 2.777 0.58
N -7.997 -30.113 -11.241 0.228 -0.929 0.339 -0.32
C -7.783 -28.859 -10.549 -0.240 -0.479 0.525 -0.13
C -8.448 -29.918 -12.593 0.194 -0.208 -0.438 -0.13
N -5.563 -31.322 -10.688 0.382 -0.899 -1.089 -0.30
C -4.933 -30.163 -10.022 -1.122 -1.074 -0.413 -0.11
C -4.582 -31.856 -11.718 -1.737 -0.846 1.153 -0.09
N -7.698 -31.644 -9.064 0.418 1.800 -0.471 -0.31
C -7.064 -32.626 -8.165 0.045 0.562 -1.584 -0.10
C -9.129 -31.395 -8.761 1.015 -0.863 0.277 -0.11
H -7.261 -28.092 -11.121 0.481 -0.196 -0.213 0.08
H -7.267 -29.092 -9.618 -0.216 0.529 0.030 0.05
H -8.761 -28.421 -10.348 -0.187 0.126 0.342 0.08
H -7.613 -29.585 -13.210 0.190 -0.204 -0.479 0.08
H -9.156 -29.094 -12.674 -0.347 -0.053 0.411 0.06
H -8.905 -30.823 -12.993 0.150 0.027 -0.068 0.08
H -3.936 -30.525 -9.771 0.054 0.539 0.313 0.08
H -4.910 -29.347 -10.745 0.323 0.366 0.241 0.08
H -5.536 -29.906 -9.152 0.467 0.120 0.125 0.06
H -5.067 -32.707 -12.196 -0.082 0.301 -0.506 0.07
H -4.215 -31.105 -12.416 -0.273 0.077 -0.047 0.08
H -3.737 -32.327 -11.215 0.177 0.359 0.301 0.07
H -6.152 -32.940 -8.672 -0.032 -0.403 0.088 0.07
H -6.731 -32.205 -7.217 -0.531 0.091 0.160 0.07
H -7.776 -33.448 -8.095 0.315 -0.361 0.534 0.08
H -9.622 -32.353 -8.924 -0.797 0.166 -0.716 0.08
H -9.504 -30.524 -9.298 -0.161 -0.469 -0.171 0.05
H -9.319 -31.256 -7.697 0.582 0.464 0.254 0.07
O -14.494 -26.727 -14.497 -0.777 -0.717 0.480 -0.30
P -14.182 -28.168 -14.622 0.405 -1.779 -1.420 0.63
N -15.316 -29.329 -13.903 0.524 3.221 0.654 -0.29
C -15.184 -30.747 -13.802 -0.940 -0.272 -0.889 -0.13
C -16.596 -28.781 -13.314 1.041 0.856 -1.074 -0.08
N -12.587 -28.545 -14.088 -1.348 -0.326 -1.709 -0.32
C -12.439 -29.003 -12.769 0.563 -0.075 1.450 -0.17
C -11.369 -27.970 -14.693 -1.486 0.301 -0.280 -0.08
N -14.229 -28.625 -16.287 0.853 1.254 0.922 -0.31
C -15.371 -28.061 -17.058 0.835 0.109 0.950 -0.10
C -13.574 -29.808 -16.829 -1.124 -0.073 -0.377 -0.14
H -14.376 -31.159 -14.405 0.464 0.135 0.700 0.08
H -16.059 -31.168 -14.297 -0.325 -0.315 -0.039 0.08
H -15.285 -31.049 -12.759 0.758 -0.421 0.105 0.07
H -17.212 -28.419 -14.138 -0.319 -0.204 -0.067 0.07
H -16.394 -27.877 -12.740 0.153 -0.114 0.270 0.06
H -17.198 -29.470 -12.722 0.508 -0.333 -0.105 0.05
H -11.843 -29.916 -12.781 -0.609 -0.688 0.458 0.09
H -11.848 -28.369 -12.107 0.367 0.811 -0.226 0.07
H -13.399 -28.973 -12.254 -0.044 -1.005 -0.047 0.06
H -10.448 -28.546 -14.607 -0.293 -0.441 0.576 0.07
H -11.542 -27.905 -15.767 -0.008 0.536 0.034 0.07
H -11.273 -27.003 -14.199 0.609 0.283 -0.471 0.09
H -15.156 -27.955 -18.122 0.009 -0.804 -0.080 0.08
H -16.252 -28.644 -16.789 -0.335 -0.027 -0.678 0.08
H -15.544 -27.020 -16.784 0.058 -0.111 0.522 0.07
H -12.970 -30.349 -16.101 0.121 0.348 -0.053 0.07
H -13.032 -29.601 -17.752 0.557 0.353 0.185 0.07
H -14.341 -30.490 -17.195 -0.266 -0.455 0.224 0.07
O -20.556 -31.653 -13.301 -0.482 0.911 1.158 -0.32
P -20.674 -31.155 -11.892 0.370 -1.279 -0.094 0.58
N -22.218 -31.458 -11.221 0.015 -0.244 -0.590 -0.30
C -22.415 -31.101 -9.826 0.472 -0.386 0.323 -0.13
C -23.167 -32.580 -11.615 1.676 0.940 -0.106 -0.07
N -20.286 -29.509 -11.717 0.113 -0.525 -0.493 -0.28
C -19.875 -28.799 -10.456 -0.319 -0.594 -1.497 -0.09
C -20.600 -28.627 -12.881 -0.037 0.653 0.876 -0.10
N -19.546 -31.965 -10.859 -1.079 0.829 0.034 -0.30
C -19.937 -33.208 -10.192 0.912 -0.279 0.406 -0.12
C -18.114 -31.834 -11.214 -1.499 -0.485 0.000 -0.10
H -23.484 -31.073 -9.616 0.094 0.360 0.137 0.09
H -21.887 -30.201 -9.513 -0.424 0.320 -0.420 0.05
H -21.956 -31.848 -9.179 -0.227 -0.440 0.276 0.06
H -23.023 -32.827 -12.667 -0.028 0.147 0.076 0.08
H -24.196 -32.275 -11.423 0.112 0.172 -0.054 0.08
H -22.947 -33.468 -11.021 -0.098 -0.136 0.109 0.06
H -20.739 -28.459 -9.886 -0.004 -0.238 0.283 0.07
H -19.190 -29.439 -9.900 -0.363 -0.009 0.211 0.05
H -19.333 -27.890 -10.717 0.154 -0.040 -0.285 0.07
H -20.836 -29.079 -13.844 0.113 -0.727 0.512 0.08
H -21.432 -27.971 -12.623 -0.311 -0.024 0.034 0.07
H -19.776 -27.938 -13.066 0.370 -0.138 0.092 0.06
H -20.880 -33.660 -10.502 -0.044 0.469 0.072 0.07
H -19.203 -34.009 -10.286 0.303 -0.032 -1.015 0.08
H -19.846 -33.119 -9.110 -0.815 0.454 0.364 0.07
H -17.872 -30.771 -11.219 0.346 -0.184 -0.105 0.04
H -18.020 -32.310 -12.190 0.662 0.260 -0.224 0.08
H -17.528 -32.392 -10.483 0.126 0.245 0.051 0.07